(1)
Computed, not measured: a structure of composition C20H40BrCl10O5Tl in a non-equilibrium geometry, with the ωB97M-V functional and the def2-TZVPD basis.

Structure (XYZ):
```
77
Properties=species:S:1:pos:R:3:forces:R:3:mulliken_charge:R:1
Tl 0.508 3.082 0.715 -0.07 0.39 0.02 1.050
Br -2.102 -0.287 0.104 -0.72 0.31 -0.04 0.632
C 3.317 -2.855 -5.032 -0.02 -0.54 0.19 -0.300
Cl 2.326 -4.088 -4.186 0.25 0.34 -0.22 -0.141
Cl 2.773 -1.218 -4.657 -0.13 0.21 -0.09 -0.138
H 4.338 -2.939 -4.649 -0.29 -0.11 -0.37 0.263
H 3.218 -3.030 -6.110 0.17 0.12 0.48 0.327
C -6.151 -4.143 -0.715 -0.86 0.65 -1.64 -0.247
Cl -4.900 -5.109 0.038 -0.38 -0.22 0.18 -0.124
Cl -6.161 -2.477 -0.118 0.32 0.61 0.23 -0.159
H -5.897 -4.072 -1.808 -0.43 -0.25 1.17 0.222
H -7.232 -4.405 -0.577 1.41 -0.75 0.04 0.318
C 4.024 -2.749 4.219 0.65 0.21 0.94 -0.131
Cl 4.389 -1.465 3.004 -0.35 -0.64 0.46 -0.123
Cl 2.833 -2.231 5.461 0.37 -0.02 -0.60 -0.150
H 3.634 -3.641 3.761 -0.18 0.10 -0.43 0.045
H 4.954 -3.013 4.749 -0.44 0.46 -0.32 0.350
C -2.531 -3.031 -7.226 -1.94 0.92 1.29 -0.301
Cl -1.950 -3.982 -5.866 0.37 0.17 0.13 -0.130
Cl -2.214 -1.259 -7.132 0.45 -0.47 0.03 -0.159
H -2.161 -3.443 -8.125 0.37 -0.15 -0.86 0.357
H -3.633 -3.037 -7.131 0.74 -0.42 -0.52 0.240
C 2.422 -4.193 0.834 -0.84 -0.83 0.18 -0.287
Cl 1.182 -3.274 -0.037 0.29 0.16 -0.20 -0.131
Cl 1.726 -4.593 2.466 0.66 0.06 -0.77 -0.173
H 2.625 -5.118 0.290 -0.40 0.08 0.25 0.379
H 3.350 -3.655 0.883 0.11 0.57 0.48 0.223
C 3.210 -0.040 -1.118 1.06 0.45 -0.23 -0.694
C 3.287 1.451 -0.865 1.59 0.33 0.28 0.804
O 2.640 2.047 0.000 0.62 -0.71 -1.35 -0.471
C 4.420 2.125 -1.709 -1.85 1.36 -0.73 -1.366
H 2.735 -0.656 -0.371 -0.12 0.11 0.42 0.051
H 4.227 -0.412 -1.386 -0.74 0.19 0.54 0.417
H 2.686 -0.160 -2.040 -0.66 -0.16 -0.82 0.148
H 5.224 1.459 -1.833 1.04 -0.93 0.11 0.433
H 4.807 3.095 -1.354 -0.50 -0.50 0.31 0.340
H 4.107 2.338 -2.780 -0.15 -0.38 1.19 0.327
C -1.092 -1.866 3.782 0.72 0.69 1.73 -0.964
C -1.019 -0.874 2.628 -0.73 -2.07 1.61 0.995
O -1.890 -1.232 1.800 0.29 0.95 -1.00 -0.620
C 0.003 0.135 2.411 1.47 -0.53 0.02 -0.294
H -0.426 -2.711 3.489 -0.46 0.41 0.17 0.148
H -2.128 -2.201 3.934 0.41 -0.09 -0.51 0.397
H -0.761 -1.515 4.821 -0.05 -0.08 -1.76 0.338
H 0.528 -0.204 1.516 0.27 -0.19 -0.18 0.264
H 0.757 0.287 3.190 -0.45 -0.49 0.11 0.266
H -0.327 1.101 2.147 -1.21 1.00 -0.09 -0.226
C -2.842 3.929 0.470 -2.66 2.30 1.43 -1.172
C -2.865 3.801 1.991 2.31 -2.80 0.48 0.999
O -1.979 3.135 2.575 -0.95 1.26 -1.22 -0.555
C -4.029 4.289 2.772 0.61 0.39 -0.21 -1.255
H -3.701 3.428 0.037 -0.28 -0.23 0.11 0.282
H -2.027 3.699 -0.117 2.04 -0.95 -0.52 0.225
H -3.033 4.999 0.275 -0.09 -0.21 -0.11 0.379
H -3.927 4.011 3.827 -0.05 0.28 -0.39 0.302
H -4.886 3.832 2.323 -0.85 -0.31 -0.11 0.361
H -4.130 5.357 2.591 -0.15 0.20 0.34 0.386
C 3.580 2.293 4.541 0.64 0.23 -1.02 -0.950
C 2.839 2.999 3.411 0.22 -1.76 0.07 0.719
O 2.034 2.503 2.631 -0.23 -0.69 0.94 -0.361
C 3.335 4.312 3.188 0.34 3.11 -2.70 -1.197
H 3.333 2.770 5.511 0.01 -0.61 -0.45 0.381
H 4.666 2.560 4.324 -1.22 -0.53 0.53 0.378
H 3.459 1.205 4.454 -0.10 0.38 0.55 0.131
H 3.210 4.920 4.064 0.50 0.40 0.56 0.414
H 2.777 4.851 2.344 0.69 -0.81 1.13 0.162
H 4.404 4.236 2.843 -0.90 0.29 0.68 0.338
C -3.507 -0.735 -3.058 1.09 1.28 -2.32 -1.166
C -3.190 0.703 -2.758 -0.80 -1.63 0.18 1.003
O -2.738 1.021 -1.662 0.74 0.68 0.11 -0.587
C -3.457 1.625 -3.886 -1.85 -0.58 0.44 -1.164
H -2.614 -0.902 -3.689 -0.08 -0.32 -0.34 0.368
H -4.338 -0.936 -3.763 0.26 0.23 0.83 0.329
H -3.321 -1.398 -2.281 -0.52 -1.08 1.65 0.260
H -2.861 2.478 -3.930 1.30 1.31 0.13 0.400
H -4.491 2.028 -3.624 0.87 -0.69 -0.90 0.312
H -3.379 1.045 -4.821 -0.57 0.53 0.33 0.271
```
Positions in Å, forces in eV/Å.

Its net charge is +2. The calculation puts the LUMO energy at -5.8 eV. Its orbital gap is 8.53 eV.


(2)
Computed, not measured: a cluster of 10 separate species, C20H40Cl20 in total in a non-equilibrium geometry, with the ωB97M-V functional and the def2-TZVPD basis.

Structure (XYZ):
```
80
Properties=species:S:1:pos:R:3:forces:R:3:mulliken_charge:R:1
Cl 3.677 -2.238 -2.367 -0.75 -0.03 -0.31 0.123
C 4.797 -2.037 -1.036 0.83 0.66 1.50 -1.081
C 4.947 -0.583 -0.540 0.05 -0.57 -1.47 -0.099
Cl 3.480 0.023 0.303 0.21 -0.19 0.00 -0.425
H 5.743 -2.439 -1.401 0.14 0.35 0.12 0.708
H 4.534 -2.616 -0.151 -0.43 -0.41 -0.29 -0.159
H 5.085 0.044 -1.420 0.05 0.24 0.16 -0.068
H 5.829 -0.491 0.093 -0.21 -0.04 0.28 0.734
Cl -2.468 1.389 -0.008 0.72 -0.53 -0.01 -0.074
C -1.241 0.389 -0.903 -0.78 -1.11 -0.78 0.201
C -0.032 -0.082 -0.150 0.72 1.07 0.73 -0.217
Cl -0.304 -1.454 0.975 -0.41 0.08 -0.08 -0.283
H -1.057 0.944 -1.823 0.58 0.05 0.35 0.179
H -1.718 -0.539 -1.217 -0.56 0.29 -0.04 -0.068
H 0.339 0.743 0.458 0.29 -0.19 0.03 -0.135
H 0.782 -0.482 -0.754 -0.26 0.48 -0.48 0.043
Cl 2.134 6.399 0.717 0.37 -0.27 -0.11 -0.215
C 3.006 4.826 0.487 -1.36 -0.56 -0.40 -0.429
C 2.379 3.778 1.465 2.02 1.02 -0.66 -0.542
Cl 0.678 3.459 1.165 -0.44 0.26 0.06 -0.124
H 4.072 5.036 0.578 -0.16 -0.33 0.54 0.450
H 2.826 4.499 -0.538 -0.07 0.20 -0.05 0.145
H 2.610 4.235 2.427 -0.73 -0.63 0.41 0.330
H 2.857 2.806 1.338 0.30 0.22 0.17 0.263
Cl -1.321 -3.013 -3.687 0.62 -0.76 0.18 -0.196
C 0.062 -3.598 -2.679 1.39 0.20 0.39 0.216
C 0.982 -4.726 -3.168 -0.94 -0.15 -1.45 -0.465
Cl 0.100 -6.287 -3.144 0.10 -0.16 0.14 -0.228
H -0.300 -3.853 -1.683 -0.23 0.18 -0.16 0.245
H 0.730 -2.739 -2.621 -0.16 0.16 0.28 -0.271
H 1.952 -4.854 -2.686 -0.47 0.33 0.82 0.267
H 1.271 -4.599 -4.211 -0.29 0.27 -0.10 0.369
Cl -1.252 6.540 -0.945 0.25 -0.49 0.20 -0.163
C -2.278 5.186 -1.493 -0.09 -0.07 -1.54 -0.287
C -1.565 4.115 -2.418 0.00 1.15 1.59 0.241
Cl -0.914 4.768 -3.936 -0.48 0.24 -0.23 -0.196
H -3.041 5.731 -2.049 -0.07 -0.42 -0.31 0.402
H -2.813 4.727 -0.662 0.55 -0.19 0.13 0.000
H -2.272 3.305 -2.595 0.16 0.06 -0.17 0.321
H -0.651 3.769 -1.935 -0.41 -0.27 0.37 -0.335
Cl -3.968 -1.662 -0.906 -0.31 -0.11 0.03 -0.132
C -4.429 -2.987 0.178 0.27 0.02 1.21 -0.330
C -5.159 -4.111 -0.503 -0.18 -0.33 0.61 -0.491
Cl -4.026 -4.925 -1.576 0.17 -0.33 -0.79 -0.154
H -4.924 -2.595 1.066 -0.76 0.32 -0.43 0.387
H -3.529 -3.357 0.669 0.32 -0.25 -0.60 0.088
H -6.087 -3.847 -1.010 0.34 0.31 -0.26 0.342
H -5.435 -4.882 0.217 0.04 0.24 0.30 0.305
Cl -3.843 -1.091 4.284 0.43 0.26 -0.18 -0.219
C -2.317 -1.624 3.475 -1.03 -1.00 -0.65 0.001
C -1.952 -2.993 3.983 1.02 0.52 1.59 0.259
Cl -3.244 -4.262 3.953 1.05 0.76 -0.19 -0.185
H -1.502 -0.942 3.718 -0.24 0.07 -0.24 0.356
H -2.524 -1.714 2.409 -0.02 0.71 0.11 -0.213
H -1.598 -2.762 4.988 -0.92 -0.70 0.77 0.406
H -0.968 -3.305 3.634 -0.50 -0.52 -1.14 -0.271
Cl 1.251 2.161 -2.830 -2.23 1.23 0.35 0.002
C 2.662 1.266 -3.195 0.24 -1.84 1.06 -0.244
C 3.480 2.104 -4.088 0.52 0.77 0.49 -0.577
Cl 5.116 1.439 -4.252 0.06 -0.27 -0.57 -0.086
H 2.326 0.304 -3.580 0.39 0.05 -0.27 0.331
H 3.074 1.095 -2.200 0.64 -0.17 -0.35 -0.179
H 3.648 3.031 -3.539 -0.17 0.22 -0.40 0.243
H 2.910 2.295 -4.997 0.66 -0.06 -0.30 0.345
Cl -4.955 2.809 2.149 0.22 0.41 0.13 -0.201
C -3.376 3.664 2.426 0.24 -0.45 -1.58 0.244
C -3.621 4.978 3.085 -0.07 0.21 1.48 -0.543
Cl -2.207 6.052 3.360 0.39 -0.41 -0.35 -0.190
H -2.966 3.850 1.433 0.14 -0.34 0.04 -0.335
H -2.775 2.914 2.940 0.14 0.56 0.20 0.380
H -3.912 4.718 4.103 -0.72 0.57 -0.13 0.335
H -4.301 5.626 2.531 -0.29 -0.53 0.24 0.301
Cl 2.651 -2.027 3.543 -0.52 -0.35 -0.16 -0.106
C 2.742 -3.761 2.979 1.74 1.26 -0.13 -0.757
C 1.585 -4.138 2.108 -0.76 -0.10 0.41 0.403
Cl 1.826 -5.704 1.279 0.13 -0.15 0.26 -0.171
H 2.944 -4.290 3.910 -0.57 -0.48 -0.39 0.374
H 3.670 -3.731 2.408 -0.02 -0.34 -0.07 0.412
H 1.362 -3.453 1.290 0.34 0.23 0.47 -0.226
H 0.725 -4.222 2.771 -0.26 -0.17 -0.41 -0.077
```
Positions in Å, forces in eV/Å.

Its net charge is -1. The calculation puts the relative energy (zero: lowest compared OMol25 entry of this formula, charge and spin) at 89.3 kJ/mol. The calculation puts the LUMO energy (alpha / beta) at 1.9 / 1.9 eV. The spin multiplicity is 2. Its orbital gap (alpha / beta) is 1.75 / 10.45 eV.


(3)
Computed, not measured: a cluster of 3 separate species, C20H40ClN2O13P2S in total in a non-equilibrium geometry, with the ωB97M-V functional and the def2-TZVPD basis.

Structure (XYZ):
```
79
Properties=species:S:1:pos:R:3:forces:R:3:mulliken_charge:R:1
N 5.470 1.665 -0.758 1.10 -0.63 0.00 -0.675
C 4.447 1.951 -1.185 -1.18 0.64 0.50 0.609
O 3.265 2.329 -1.513 0.02 -0.21 -0.69 -0.259
C 3.319 3.535 -2.355 0.95 1.24 -0.49 -0.172
O 2.300 3.562 -3.317 -0.05 -0.92 0.55 -0.350
C 1.238 2.674 -3.078 -0.96 0.55 -0.41 -1.347
C 0.340 3.048 -1.887 0.61 -1.38 -0.55 0.894
C -0.603 1.836 -1.625 0.18 0.53 -0.68 -0.820
C -2.075 2.128 -1.730 -0.23 -0.31 1.07 -0.168
N -2.921 1.630 -0.920 0.09 0.01 -0.25 -0.697
O -0.342 4.230 -2.272 0.25 0.08 0.49 -0.366
C -0.800 4.984 -1.206 -0.45 0.97 -0.32 0.135
S -1.752 6.356 -1.974 -0.25 -0.16 -0.28 -0.264
Cl 0.492 5.673 -0.198 -0.02 -0.35 0.11 -0.134
C 3.413 4.826 -1.483 -0.72 0.82 1.52 0.414
O 3.303 5.906 -2.077 0.18 -0.52 -0.72 -0.749
O 3.563 4.648 -0.250 0.14 -0.62 -0.47 -0.592
H 4.267 3.491 -2.900 -0.06 -0.19 -0.08 0.609
H 1.538 1.625 -3.037 0.26 0.07 0.32 0.476
H 0.580 2.756 -3.951 0.14 0.07 -0.11 0.421
H 0.983 3.163 -1.013 -0.18 0.60 0.08 0.181
H -0.385 1.060 -2.369 -0.02 0.06 -0.09 0.354
H -0.335 1.388 -0.668 -0.35 0.01 0.14 0.362
H -2.480 2.800 -2.483 0.35 -0.01 -0.25 0.537
H -2.394 1.051 -0.263 -0.25 -0.08 0.21 0.221
H -1.501 4.423 -0.589 0.29 -0.09 0.30 0.309
H -1.358 7.368 -1.193 0.14 -0.24 0.10 0.147
O 3.628 -0.538 3.099 1.12 -3.03 0.18 -0.768
P 4.625 -0.268 4.162 -0.66 6.51 1.19 1.103
O 3.750 0.149 5.479 0.48 -0.58 -0.23 -0.356
C 2.938 -0.836 6.104 -0.16 -0.15 0.13 -0.333
C 3.755 -1.919 6.790 0.08 -0.09 -0.15 -0.918
O 5.234 1.166 3.738 0.25 -0.54 0.05 -0.361
C 4.930 1.763 2.459 -0.35 0.19 -0.22 -0.375
C 3.679 2.613 2.508 -0.15 0.12 0.21 -0.614
O 6.008 -0.606 5.002 -0.97 -2.39 -1.23 -0.319
C 6.773 -1.760 4.619 0.21 -0.25 -0.13 -0.204
C 7.127 -1.766 3.143 -0.07 0.18 -0.08 -1.165
H 2.258 -1.276 5.368 0.01 0.03 0.00 0.274
H 2.331 -0.313 6.843 0.05 0.12 -0.06 0.328
H 4.229 -2.573 6.051 0.00 -0.01 0.04 0.162
H 3.119 -2.544 7.419 -0.04 0.03 -0.02 0.418
H 4.545 -1.483 7.401 -0.04 0.04 0.03 0.253
H 4.858 0.997 1.693 -0.05 -0.10 0.10 0.284
H 5.781 2.387 2.193 0.10 -0.08 0.16 0.367
H 2.865 2.120 3.045 0.07 -0.22 -0.09 0.265
H 3.340 2.857 1.500 0.12 0.15 0.00 -0.007
H 3.876 3.549 3.033 0.00 0.04 -0.08 0.263
H 6.221 -2.669 4.879 0.02 0.02 0.04 0.244
H 7.682 -1.749 5.220 -0.08 0.15 0.10 0.330
H 6.230 -1.781 2.515 0.03 -0.06 0.04 0.373
H 7.722 -2.647 2.900 0.00 -0.01 0.02 0.404
H 7.691 -0.873 2.879 0.03 0.00 0.02 0.280
O -6.884 -3.630 -3.437 -1.64 0.65 2.57 -0.769
P -5.728 -3.161 -2.636 5.13 -0.68 -3.80 0.990
O -5.129 -1.874 -3.421 -0.42 -0.27 0.60 -0.326
C -5.909 -0.677 -3.474 -0.18 0.39 0.00 -0.367
C -6.039 -0.005 -2.119 -0.07 -0.28 0.15 -0.973
O -4.589 -4.277 -2.988 -0.23 0.05 0.46 -0.343
C -4.915 -5.452 -3.725 -0.08 -0.08 -0.31 -0.312
C -4.788 -5.233 -5.221 0.22 0.05 -0.13 -1.031
O -4.976 -2.850 -1.210 -2.84 -0.01 0.34 -0.240
C -5.704 -3.041 0.016 -0.17 -0.05 0.34 -0.219
C -6.312 -4.426 0.130 0.06 -0.13 -0.21 -1.151
H -6.896 -0.899 -3.890 0.05 -0.06 -0.04 0.265
H -5.401 -0.009 -4.169 0.12 -0.13 -0.02 0.337
H -6.705 -0.583 -1.468 -0.02 0.06 -0.01 0.204
H -6.465 0.993 -2.220 0.01 0.00 -0.05 0.417
H -5.073 0.073 -1.623 0.03 0.13 -0.07 0.307
H -5.912 -5.805 -3.461 -0.07 0.14 -0.04 0.310
H -4.215 -6.228 -3.409 0.09 0.13 0.11 0.362
H -5.236 -4.291 -5.534 -0.19 -0.04 0.12 0.288
H -5.263 -6.046 -5.772 0.01 -0.01 0.01 0.336
H -3.736 -5.192 -5.509 0.00 -0.02 0.00 0.285
H -6.483 -2.278 0.100 0.05 0.03 0.00 0.272
H -5.000 -2.875 0.830 0.13 0.06 -0.15 0.324
H -7.030 -4.616 -0.676 -0.01 0.06 0.07 0.357
H -6.838 -4.534 1.079 0.01 0.02 0.01 0.400
H -5.540 -5.192 0.064 0.03 0.01 0.05 0.274
```
Positions in Å, forces in eV/Å.

Its net charge is -1. The calculation puts the relative energy (zero: lowest compared OMol25 entry of this formula, charge and spin) at 150.9 kJ/mol. The calculation puts the LUMO energy at 1.8 eV. Its orbital gap is 6.95 eV.


Q: Among the records above, which one has the highest net charge?
A: C20H40BrCl10O5Tl